Entry 1:
The following is a DFT calculation (wB97M-V/def2-TZVPD) of a structure of composition C52H91ClCuN13O4.

Geometry (Å):
H  -11.28  -13.52  10.18
H  -10.19  -18.48  16.15
H  -7.75  -15.06  17.82
H  -9.21  -20.76  10.66
C  -9.95  -17.44  15.98
C  -6.92  -15.59  17.40
C  -1.39  -17.52  14.25
H  -2.83  -19.08  14.39
H  -7.95  -21.30  20.47
H  -9.10  -23.14  9.59
H  -5.49  -24.82  18.87
N  -1.20  -21.37  14.35
H  -7.53  -19.23  22.67
H  -9.17  -20.45  21.28
N  -6.50  -22.94  12.87
H  -3.10  -19.17  17.84
N  -4.65  -16.70  13.68
C  -7.09  -24.07  9.75
Cu  -6.60  -16.23  13.08
H  -9.08  -24.79  10.22
C  -0.82  -18.74  20.25
H  -3.84  -20.88  12.95
H  -7.80  -25.49  12.55
C  -2.70  -18.04  14.72
H  -1.46  -17.39  13.11
H  -4.81  -21.53  11.63
H  -4.00  -23.83  16.86
H  -9.90  -19.92  18.27
O  -5.22  -19.57  16.55
H  -2.95  -24.47  15.54
H  -12.82  -16.55  17.96
H  -10.63  -13.43  11.78
H  -8.43  -24.20  19.49
H  -2.18  -20.30  19.95
C  -10.55  -20.80  18.26
C  -10.51  -21.57  16.89
C  -2.04  -19.25  19.62
H  -6.63  -19.32  19.68
H  -1.90  -23.03  17.97
C  -8.51  -23.84  10.25
H  -2.98  -19.09  11.61
H  -5.75  -15.43  19.16
H  -1.30  -15.33  14.38
H  -5.81  -22.93  16.93
H  -8.91  -17.19  16.09
C  -13.08  -16.79  15.91
H  -12.42  -18.13  17.42
H  -10.89  -15.58  16.60
C  -3.78  -17.28  14.12
H  -6.20  -20.13  21.97
H  -9.47  -25.57  13.03
C  -5.55  -15.40  18.09
H  -9.34  -20.17  14.44
H  -5.10  -19.78  9.67
H  -7.86  -18.89  12.70
H  -4.92  -17.48  17.64
C  -10.96  -23.04  16.99
H  -1.40  -16.16  15.90
C  -8.17  -23.76  14.73
C  -10.26  -21.26  13.03
H  -8.04  -23.37  15.71
H  -3.88  -16.52  18.73
C  -11.09  -15.80  12.76
C  -4.30  -19.11  10.00
C  -8.55  -19.91  10.93
H  -0.89  -23.63  16.56
C  -4.36  -20.63  12.04
C  -7.41  -24.48  19.69
H  -3.44  -21.46  16.41
H  -4.15  -22.29  15.06
H  -3.82  -16.39  16.99
N  -6.76  -14.88  14.88
H  -10.38  -16.57  17.93
H  -10.31  -23.65  17.64
H  -7.13  -25.64  15.06
O  -6.69  -20.84  15.18
H  -1.80  -24.71  17.66
H  -10.12  -21.46  18.99
H  -2.85  -18.64  20.02
C  -7.21  -23.29  13.71
H  -10.18  -17.13  14.94
C  -2.07  -21.83  14.90
H  -10.83  -23.53  16.02
C  -6.95  -24.59  8.27
C  -9.47  -20.07  13.36
N  -13.66  -16.49  14.92
C  -7.61  -25.90  8.18
C  -3.50  -19.84  11.04
C  -5.54  -22.17  18.87
C  -8.11  -25.28  14.72
C  -3.23  -22.28  15.69
H  -2.72  -20.39  10.54
H  -7.53  -20.59  12.72
O  -6.97  -18.44  15.37
H  -12.02  -23.15  17.28
C  -12.30  -17.08  17.13
C  -8.29  -19.87  12.48
C  -6.98  -18.78  20.59
C  -6.45  -24.43  18.52
H  -3.72  -18.92  9.10
C  -1.81  -23.75  17.17
H  -7.25  -22.53  17.82
N  -8.56  -16.28  12.64
H  -8.37  -26.93  13.29
N  0.16  -18.45  20.77
C  -11.86  -20.38  18.75
C  -4.48  -16.51  17.82
H  0.17  -16.15  15.11
C  -7.18  -19.74  21.77
H  -8.18  -21.63  22.20
H  -0.99  -20.94  17.56
H  -6.13  -18.12  20.84
C  -6.29  -23.01  17.92
H  -7.37  -25.44  20.15
Cl  -6.59  -19.68  16.06
H  -1.16  -19.75  16.26
H  -12.63  -14.94  11.47
H  -6.52  -23.17  9.95
H  -9.12  -23.40  14.37
H  -9.75  -14.35  10.54
H  -7.04  -23.78  20.47
H  -6.57  -24.82  10.37
C  -10.85  -16.60  16.94
H  -5.86  -24.65  8.09
H  -8.49  -23.52  11.30
H  -11.26  -15.20  13.67
N  -4.97  -21.54  19.63
H  -6.84  -25.14  17.77
C  -8.17  -20.83  21.42
C  -5.00  -17.94  10.50
H  -7.66  -20.07  10.33
H  -11.55  -16.12  10.72
N  -10.90  -22.17  12.77
C  -0.92  -16.17  14.92
H  -5.20  -14.39  17.84
H  -11.56  -16.73  13.09
C  -8.47  -25.84  13.33
H  -2.90  -18.06  15.83
H  -10.14  -19.20  13.17
C  -11.59  -15.26  11.38
N  -5.58  -17.05  10.93
N  -12.91  -20.05  19.15
H  -5.21  -20.00  12.39
C  -10.74  -14.13  10.92
C  -9.70  -16.09  12.71
O  -7.52  -19.82  17.15
H  -9.52  -21.59  16.49
H  -8.75  -25.63  15.53
H  -11.12  -21.06  16.16
C  -0.98  -19.86  17.33
H  -7.39  -23.98  7.53
N  -8.14  -26.90  8.10
C  -8.21  -18.03  20.21
H  -1.75  -17.99  17.99
C  -2.01  -19.03  18.14
H  0.02  -19.52  17.54
H  -8.97  -18.98  10.54
H  -0.59  -18.26  14.33
C  -6.78  -15.22  15.99
H  -7.14  -16.67  17.42
C  -3.09  -23.68  16.33
N  -9.21  -17.53  19.93

orbital gap	9.359	eV
LUMO	0.32	eV
calculated total energy	-140114.672	eV
2S+1	1



Entry 2:
The following is a DFT calculation (wB97M-V/def2-TZVPD) of the molecule C3I2N2.

Geometry (Å):
C  0.60  0.09  -1.22
I  -0.34  -2.35  0.22
I  -2.47  0.82  -0.09
C  -0.07  -0.26  -0.03
N  0.69  0.94  2.11
N  1.23  0.34  -2.14
C  0.36  0.41  1.15

energy relative to the best compared isomer or geometry (same formula, charge and spin)	8.7	kcal/mol
orbital gap	7.122	eV
LUMO	-3.17	eV
calculated total energy	-22289.798	eV
2S+1	1
SMILES	N#CC(I)(I)C#N



Entry 3:
The following is a DFT calculation (wB97M-V/def2-TZVPD) of a structure of composition C3H5FS.

Geometry (Å):
C  -1.04  -0.84  0.22
H  -1.86  1.71  -0.21
H  0.02  2.10  1.41
H  -0.59  -1.47  -0.46
F  -2.27  -0.33  -0.24
C  -0.08  1.74  -0.02
S  1.77  -0.43  -0.09
C  0.20  0.13  0.20
H  -0.94  -1.13  1.31
H  0.91  2.38  -0.81

energy relative to the best compared isomer or geometry (same formula, charge and spin)	161.4	kcal/mol
orbital gap	8.127	eV
LUMO	-0.81	eV
calculated total energy	-16737.174	eV
2S+1	1



Entry 4:
The following is a DFT calculation (wB97M-V/def2-TZVPD) of a cluster of 16 separate species, C53H131B6F24N13O7 in total.

Geometry (Å):
C  -1.03  0.92  1.20
C  1.25  -5.55  3.61
C  9.13  0.15  3.05
C  -1.15  -1.28  -0.24
C  7.02  -1.79  1.71
H  9.45  -0.84  2.71
C  -0.66  5.84  -4.99
C  -4.56  3.01  -2.81
H  -2.48  6.45  -8.03
F  4.37  2.53  -0.06
H  0.52  2.47  4.06
H  2.49  -1.91  -3.41
C  3.39  2.42  4.29
H  2.03  -1.76  -7.36
H  -8.47  2.19  -3.39
O  2.22  1.52  0.75
N  2.46  3.39  3.79
O  -2.89  -1.84  -2.93
H  -4.10  -1.40  8.06
H  8.02  0.63  1.22
H  7.05  0.19  -3.58
H  6.17  -2.48  1.63
C  1.68  -5.56  6.17
H  1.40  3.50  -4.51
H  9.92  0.89  3.01
H  -2.19  7.80  -5.35
H  0.05  -3.50  6.32
H  -4.76  -3.06  0.73
H  1.72  -6.43  -5.34
F  2.01  -4.20  0.63
H  -0.01  6.70  -4.89
H  -3.87  -4.62  -2.41
C  2.34  -3.58  4.76
H  3.71  -0.98  -5.24
H  -4.36  -0.53  -3.47
H  -6.26  1.60  -2.99
F  -0.56  0.34  4.13
H  -2.88  -4.34  3.73
H  0.66  -6.46  3.74
H  0.32  3.57  -3.03
F  0.28  -0.78  -4.20
C  -6.05  2.66  -3.10
C  1.49  -5.44  -5.69
N  1.22  -3.54  -6.75
H  2.27  -5.89  3.50
C  6.14  -0.42  -3.66
F  0.69  0.77  5.91
H  6.25  0.33  4.31
C  6.12  -0.63  3.81
H  3.66  -2.10  5.74
H  -0.47  1.55  1.88
O  -4.19  2.61  -1.53
H  -4.08  -5.21  -0.81
H  -0.88  -4.72  5.49
H  -1.58  1.44  0.42
C  -7.23  2.53  -0.77
H  -2.17  0.31  6.53
H  -0.49  -2.05  -0.63
C  1.91  -4.76  -6.80
C  -3.23  0.46  6.32
H  -0.14  -1.51  2.24
H  3.76  1.84  3.44
F  6.60  2.19  -0.57
F  -1.67  -1.02  -4.97
C  -3.59  -1.84  7.20
H  -0.25  -4.09  -1.67
O  -3.20  -3.89  4.52
H  0.88  -6.30  6.27
H  -5.78  -1.79  6.03
O  3.72  -1.29  -1.89
C  1.36  -2.52  -7.75
H  -7.92  3.11  -0.16
B  -1.79  4.90  -0.93
F  1.37  -0.62  4.30
H  -0.02  0.61  -1.41
F  3.82  -3.74  -0.62
H  5.99  -0.90  -2.69
C  -4.24  -1.56  -3.12
H  0.08  -5.99  -3.44
H  -4.27  4.03  -3.04
C  0.34  -3.55  -5.75
H  -7.52  1.51  -1.05
N  0.60  -4.64  -4.93
H  -1.47  3.74  2.87
H  -9.24  3.21  -2.10
C  1.66  5.08  2.63
C  2.99  -2.92  5.99
C  -6.37  -3.90  -2.19
B  -0.84  -0.08  -4.50
H  -3.38  3.04  -1.26
H  -6.37  3.11  -4.04
B  5.63  3.11  -0.17
C  1.09  3.32  3.73
C  -5.43  -0.77  5.86
C  2.83  4.48  2.95
H  -2.51  -1.72  7.24
H  -1.16  -5.01  -3.77
H  -2.39  -1.37  -3.61
N  4.89  0.33  -4.08
H  -2.23  -1.50  4.81
H  3.60  -3.62  6.57
H  7.71  -2.19  2.44
C  -1.66  3.78  -4.89
F  3.96  -5.34  0.90
H  3.90  2.05  -3.55
H  4.15  -2.52  -3.42
C  0.37  -3.93  -2.55
H  4.17  3.70  5.89
F  3.80  -3.10  1.51
F  -2.05  5.94  -0.04
H  4.05  1.03  -2.17
H  -0.41  -2.83  -5.45
B  0.27  -0.20  4.99
H  -0.48  -3.43  4.48
C  7.84  0.54  2.29
H  -4.26  -1.34  -0.95
C  -2.56  4.65  -5.49
H  1.32  -0.43  -0.75
H  -5.85  4.98  -1.46
H  -6.28  2.49  -0.25
H  5.10  -0.98  3.69
F  -0.58  0.88  -5.44
H  1.99  -2.92  3.97
H  4.36  1.21  -6.01
H  -2.37  8.20  -7.90
C  5.54  0.01  1.41
H  -3.91  -2.72  2.97
C  -2.05  7.26  -7.44
H  0.39  -2.06  -7.90
C  0.71  4.09  -3.90
N  -7.10  3.26  -2.14
F  -2.14  3.68  -0.48
F  -2.42  5.08  -2.10
C  -0.10  -3.97  5.35
H  -1.65  2.74  -4.62
C  -4.00  -4.28  -1.38
H  -7.28  -3.34  -2.02
H  -0.98  7.16  -7.64
H  5.55  1.88  -2.76
N  0.55  4.37  3.07
B  -5.33  -0.05  1.62
H  3.88  4.67  2.81
H  2.74  0.04  -4.30
F  -5.43  1.22  2.17
C  4.60  1.40  -3.03
F  6.00  3.48  1.10
H  5.03  2.17  5.46
H  -5.98  -3.86  -3.21
C  0.66  0.43  -0.58
H  -5.84  -1.22  -1.74
H  6.80  -1.37  4.23
C  -3.89  -2.78  4.06
H  5.74  2.02  -5.31
H  -3.81  -2.90  7.05
H  -5.70  -0.34  4.90
H  3.20  -4.08  4.29
H  -1.28  5.39  3.29
H  5.09  3.66  4.40
H  -6.40  -2.57  0.33
H  1.49  -1.61  6.52
C  4.51  3.05  5.09
F  -6.08  -0.20  0.49
C  5.28  1.05  -5.45
H  2.63  -5.02  -7.56
H  1.22  -0.31  2.06
H  -6.70  5.19  -3.05
H  -5.75  -0.10  6.66
C  -0.80  4.59  2.72
H  3.88  -2.06  -1.35
H  5.45  1.08  1.60
H  7.42  1.51  2.54
H  -1.74  -1.62  0.61
H  -1.75  0.33  1.78
F  5.63  4.21  -0.89
B  3.41  -4.10  0.62
H  5.85  0.32  -6.03
H  5.72  -0.17  0.36
O  8.83  0.01  4.41
H  -3.50  1.08  5.47
F  -5.94  -0.83  2.55
N  -3.87  -0.91  5.99
H  6.25  -1.21  -4.40
H  -3.38  -0.62  3.97
H  -0.88  4.88  1.68
N  6.68  -0.47  2.37
H  -7.59  5.29  -1.53
H  -3.56  6.79  -5.81
C  -6.76  4.80  -2.04
H  8.63  0.92  4.63
N  1.24  -4.67  4.93
H  1.80  -2.87  -8.69
H  -4.07  2.39  -3.56
H  2.65  -5.97  5.89
C  -3.31  -1.48  4.64
N  -0.26  -0.20  0.48
C  1.32  1.74  -0.30
H  -6.46  -4.93  -1.82
H  -3.02  -3.86  -1.15
C  -5.63  -3.32  0.13
C  3.53  -1.66  -3.21
H  2.79  1.72  4.88
N  -5.18  -3.25  -1.34
C  -4.89  -1.75  -1.74
N  -1.90  5.84  -5.55
C  -2.51  7.01  -6.03
H  1.48  5.98  2.06
F  -1.33  0.53  -3.35
H  -8.79  3.86  -3.61
C  -0.07  -4.94  -3.68
H  1.42  -4.08  -2.32
H  7.53  -1.77  0.74
H  1.62  -4.88  7.02
H  3.10  1.79  0.48
F  -4.03  -0.38  1.39
C  0.58  -1.04  1.57
O  2.03  -2.34  6.85
F  -0.30  -1.22  5.67
H  1.31  4.93  -3.55
H  1.13  -1.68  0.89
H  0.78  -5.03  2.77
H  -3.77  0.91  7.15
H  -3.53  4.46  -5.91
C  3.66  -0.54  -4.24
N  -0.47  4.54  -4.67
H  1.84  2.09  -1.19
H  -1.85  -0.96  -1.01
H  0.29  -2.86  -2.76
H  0.58  2.53  -0.20
H  4.63  -0.52  1.69
H  -4.95  -2.91  4.28
H  -4.66  -2.26  -3.85
H  -6.01  -4.32  0.31
F  -0.48  4.95  -1.20
C  -8.46  3.14  -2.85

orbital gap	9.619	eV
LUMO	-6.79	eV
charge	+4
calculated total energy	-160068.025	eV
2S+1	1



Entry 5:
The following is a DFT calculation (wB97M-V/def2-TZVPD) of the ion C3H9N4S with charge +1.

Geometry (Å):
N  -1.27  1.75  0.08
H  1.14  0.21  1.57
H  2.48  -0.09  0.56
S  -2.54  -0.70  0.45
C  1.65  0.54  0.78
H  1.27  1.36  -1.26
N  -0.05  1.93  0.05
H  2.19  1.42  1.15
N  0.07  -1.60  -0.55
H  0.32  -2.20  -1.33
H  0.84  -1.68  0.16
C  0.83  0.87  -0.37
H  -2.06  0.38  -1.42
C  -1.63  0.40  -0.44
N  -0.03  -0.22  -0.95
H  -2.34  -0.25  1.70
H  -0.84  -2.12  -0.18

energy relative to the best compared isomer or geometry (same formula, charge and spin)	107.1	kcal/mol
orbital gap	10.382	eV
LUMO	-3.66	eV
charge	+1
calculated total energy	-20041.727	eV
2S+1	1
SMILES	C[C@@H]1N=N[C@H](S)N1[NH3+]



Entry 6:
The following is a DFT calculation (wB97M-V/def2-TZVPD) of a cluster of 3 separate species, C3H13NO3S in total.

Geometry (Å):
O  -2.16  -1.67  -0.64
C  1.27  0.55  -0.87
H  0.35  2.54  -0.69
N  -1.07  1.11  -0.11
H  -0.25  -2.40  2.01
H  3.19  1.22  -2.27
H  0.00  1.68  1.41
H  1.35  0.14  0.13
H  -0.23  1.53  -2.04
H  0.32  -0.58  1.45
H  -2.56  -2.43  -1.08
H  -1.73  1.28  1.78
O  -0.58  -0.40  1.70
H  1.38  -0.26  -1.58
H  -1.76  0.60  -0.61
O  0.39  -2.69  1.34
C  0.06  1.54  -0.97
H  1.25  -2.46  1.71
H  -1.26  -1.70  -0.98
C  -0.82  0.93  1.30
S  2.87  1.46  -0.98

energy relative to the best compared isomer or geometry (same formula, charge and spin)	33.5	kcal/mol
orbital gap	9.197	eV
LUMO	0.53	eV
calculated total energy	-21788.525	eV
2S+1	1
SMILES	OCNCCS.O.O



Entry 7:
The following is a DFT calculation (wB97M-V/def2-TZVPD) of a cluster of 2 separate species, C4H8N4 in total.

Geometry (Å):
N  -2.10  0.20  0.00
H  0.45  -1.61  0.41
H  1.00  -1.04  -2.69
H  1.10  0.03  2.75
H  0.81  2.78  -0.35
H  -0.53  -0.36  2.19
C  0.49  -0.17  1.86
N  -1.78  -0.17  -1.12
H  -3.03  0.64  0.02
N  -0.71  -0.90  -1.59
N  1.01  -1.37  1.23
C  0.18  -0.43  -2.35
C  0.58  1.95  0.25
H  1.96  -1.23  0.91
C  0.50  1.02  1.01
H  0.08  0.66  -2.53

energy relative to the best compared isomer or geometry (same formula, charge and spin)	127.9	kcal/mol
orbital gap	9.130	eV
LUMO	0.47	eV
calculated total energy	-10232.695	eV
2S+1	1
SMILES	[H]/N=N/N=C.C#CCN



Entry 8:
The following is a DFT calculation (wB97M-V/def2-TZVPD) of the molecule F4OP2.

Geometry (Å):
O  -0.23  -0.15  -1.00
P  1.09  -0.26  0.39
F  -1.47  1.37  0.59
F  1.96  1.09  0.24
F  2.13  -1.20  -0.44
P  -1.70  0.08  -0.48
F  -1.78  -0.94  0.70

energy relative to the best compared isomer or geometry (same formula, charge and spin)	11.8	kcal/mol
orbital gap	11.010	eV
LUMO	0.20	eV
calculated total energy	-31499.479	eV
2S+1	1
SMILES	FP(F)OP(F)F